DFT (ωB97M-V/def2-TZVPD) results for a 6-piece molecular cluster, C20H46Cl10NOP2 overall at a distorted geometry.

Geometry as XYZ:
```
80
Properties=species:S:1:pos:R:3
H 4.1318 5.2557 0.7247
Cl -3.7881 -1.0920 -0.0453
H -0.8663 2.3393 2.7278
P 4.7977 1.0767 -0.1099
C -4.7532 -5.7405 -7.6722
H 6.8105 -1.6461 -4.1649
N 6.7196 0.4752 -2.5364
C -4.9480 -1.3801 -4.5357
H -6.3610 -1.9683 0.9881
H -5.5542 -6.4866 -7.6574
Cl -5.0695 -2.0965 2.9630
H -0.7694 2.3979 5.4676
H 2.7806 2.3879 1.1617
H -6.0134 -3.6378 1.4689
Cl 4.6167 -1.8774 -3.3191
C 1.8306 5.4757 1.2759
H -0.9995 4.6341 4.7040
H -0.3277 6.2986 2.9817
H 1.9691 3.3405 -0.2579
H 7.3429 -0.4156 -0.2346
H 7.3265 -4.1271 -4.4686
Cl -3.6433 -1.6352 -5.7217
C 1.3854 -1.8247 6.7879
H -5.1171 -0.3006 -4.4791
C -0.6385 5.2538 2.5058
Cl 7.2668 -3.7051 -2.1627
C 6.5446 -3.7727 -3.7906
H 0.4184 3.5559 1.4103
C -1.6882 2.0368 4.8327
H -3.5138 0.7768 3.8160
H 1.4961 5.8809 0.2286
H 7.5685 1.9532 -0.6297
C -1.7002 2.8491 3.3712
H 4.8089 1.1042 1.3501
C 4.1790 2.8185 -0.6805
H -2.9542 -0.9302 4.6041
Cl 2.6853 -2.9904 7.1449
C 1.1759 -1.6380 5.2941
H 0.4733 -2.2189 7.2455
C 2.9828 3.2422 0.3590
H 1.6322 -0.8793 7.2817
O -1.4416 0.6018 4.4906
C -1.4889 4.4498 3.6520
H -5.5718 -4.4379 -9.1795
H 3.4985 4.2968 2.3265
H 1.2778 4.0998 3.0117
H -2.5824 4.9298 3.6689
H 5.7436 -4.5189 -3.7758
H -2.7336 2.5870 2.8632
C 0.7429 4.5077 2.0278
H 5.6982 0.5371 -2.7900
H 5.7260 -2.4702 -5.2979
H -2.4273 -0.4586 2.8515
H -4.4873 -3.6138 -8.0465
H 2.0961 6.4343 1.9361
Cl -4.5103 -3.7000 -3.1361
Cl -6.6811 -3.8451 -7.2008
H -3.5814 -3.2987 0.7728
Cl 2.5450 -0.7993 4.5219
H -4.7344 -3.1729 -0.5665
C -5.2608 -4.3836 -8.1319
C 3.2659 4.6204 1.2016
C 6.0370 -2.4158 -4.2503
C -4.5884 -1.9198 -3.1611
H -2.7247 2.1892 5.3634
H -5.3520 -1.6269 -2.4345
H 1.0335 -2.5960 4.7842
H 3.6966 2.7650 -1.7575
H 3.8566 0.0966 -0.5877
H -3.6243 -1.5329 -2.8157
H 0.2882 -1.0235 5.1168
C -4.4108 -2.7088 0.3699
H -1.2564 5.4765 1.5104
C -5.5757 -2.6430 1.3440
H 5.0152 3.6568 -0.5878
Cl -4.0310 -5.6729 -6.0443
H -3.9713 -6.0948 -8.3502
P 6.7878 0.7587 -0.9245
C -2.6528 -0.0173 3.9225
H -5.8579 -1.8466 -4.9264
```

As for the net charge: +1. The calculation puts the molecular weight at 733.1 g/mol. As for the HOMO energy: -11.31 eV.


DFT (ωB97M-V/def2-TZVPD) results for a 3-piece molecular cluster, C20H46N3O overall.

Geometry as XYZ:
```
70
Properties=species:S:1:pos:R:3
H -1.2129 -3.5614 -5.7026
C -1.5548 1.8679 -0.8282
O 5.0570 0.2832 4.1957
H -1.9469 5.1044 -1.6472
H -3.8997 -5.0064 -2.9740
H 1.5503 4.5824 0.0739
H -0.5417 -1.2115 -5.6229
H -1.0913 3.9718 -2.6785
H 5.1597 2.2830 4.6004
H -2.4780 -1.9730 -1.0957
H -1.5108 -5.6272 -4.7862
H -2.4411 -2.6201 -4.8770
C -1.8869 4.0482 -1.9218
H -2.5677 1.5353 -1.0648
C -1.9078 -5.1950 -3.8634
H 3.1611 1.9180 5.7253
H -3.1657 2.6120 -2.9498
H 3.3379 -1.9336 3.6806
H -3.4877 -3.1844 -1.8776
C 3.2767 -2.0078 4.7641
C 4.5163 1.5856 4.0608
C -3.2063 3.6247 -2.5466
C 0.9063 3.9379 -0.5286
H 4.2889 -2.1699 5.1244
H -0.4660 3.3803 1.0370
C 2.2320 0.4111 4.4902
H 1.5692 -0.9723 2.9913
H -1.2214 -4.1346 -1.6271
N -1.2404 -3.9166 -3.6745
H -0.6634 1.7309 -2.8181
C -1.4101 -2.9978 -4.7873
C 3.1050 1.6850 4.6603
C -0.4606 -1.8132 -4.7172
H -0.8595 0.1903 -1.9960
H -3.4530 4.2919 -3.3722
H 0.5137 1.0041 5.8982
H 1.2088 1.9841 2.3315
H -0.6905 -1.1599 -3.8742
H -0.8010 4.9319 0.3068
H 2.6121 2.5407 4.1854
C -3.4376 -5.2010 -3.9415
H 2.8164 0.0899 2.3466
H 0.5726 -2.1489 -4.6167
H 2.6934 -2.8984 4.9929
H -3.7834 -6.1800 -4.2772
C -1.3488 -3.3262 -2.3517
C 2.6708 -0.7594 5.4257
C 0.8351 0.9916 2.5932
H -0.4911 -2.6618 -2.2076
C 1.9592 0.0472 3.0120
H 0.1961 0.6236 1.7963
H -1.5866 -5.8582 -3.0557
H 4.5047 1.9017 3.0155
N 0.1161 1.1372 3.8787
C -2.6232 -2.5384 -2.0201
H -4.0123 3.6718 -1.8135
H 1.3651 2.9491 -0.5646
N -1.5750 3.3143 -0.7025
C -0.5046 3.9053 0.0730
H -3.8092 -4.4618 -4.6522
H 3.3912 -0.3528 6.1323
H -1.3434 1.4588 0.1674
H 0.4446 1.2755 -1.5263
H -0.8344 1.4819 3.9539
H 0.9011 4.3408 -1.5412
H 1.8055 -1.0643 6.0208
H 5.3496 -0.0422 3.3408
C 0.8628 0.8662 4.8806
H -2.8677 -1.8215 -2.8061
C -0.5964 1.2396 -1.8469
```

As for the net charge: +1. The calculation puts the molecular weight at 344.6 g/mol. As for the HOMO energy: -9.67 eV.


DFT (ωB97M-V/def2-TZVPD) results for C20H46OP4ReSe as an isolated structure at a distorted geometry.

Geometry as XYZ:
```
73
Properties=species:S:1:pos:R:3
H -3.4725 1.2720 3.1036
H 2.1128 1.5611 2.1409
H -1.7499 3.2525 -0.1156
P 1.1626 -1.5755 -1.2522
H 0.0675 -4.4135 1.2765
H -3.1159 2.9240 3.7231
H 0.5845 3.3347 1.8626
H 1.4084 -0.9578 4.4574
H 3.0285 -2.1527 3.1014
Re -0.1500 -0.6102 0.2847
C 0.0798 3.2779 -5.0465
H -0.4584 2.9625 -1.0481
C 2.4839 -2.2280 2.1510
P -1.5287 2.2207 2.0804
H 3.1979 0.6183 1.1056
C 1.1234 2.7165 -2.9031
C 2.6180 0.5949 2.0390
C 0.6556 -0.7144 3.6911
C -0.1224 3.1586 2.6951
H -3.2832 -2.9523 -0.5824
H 3.4846 -1.4829 -2.0215
H 1.3850 3.7043 -6.7003
C -2.3986 3.0983 0.7578
H 0.6674 -0.2480 -3.2831
C -0.6749 -3.9048 1.9066
C -2.3849 -3.4859 -0.2261
C -1.5952 0.6224 -1.5045
H 0.2412 0.2770 3.9249
C -0.0114 2.9103 -3.7006
C -2.8347 -1.9415 2.0822
H 2.9098 0.1281 -1.4933
H -0.2480 -3.5793 2.8645
H -2.4164 1.3592 -1.3403
H 3.5072 3.5112 -5.2269
H -1.4818 -4.6264 2.1175
C -1.8345 -0.7016 -0.7855
H 1.9629 -3.6977 -0.2794
H -1.8111 -3.9032 -1.0625
H 1.6108 -1.7259 -3.6215
H -0.4726 4.1001 3.1348
H -3.4652 -1.2210 1.5399
H -2.7956 -4.3163 0.3670
P -1.3999 -2.4772 1.0029
H -1.7161 -1.5247 -1.4840
C 2.9024 -0.9481 -1.2630
H -0.1335 -1.8651 -3.2999
C 1.3985 -3.4174 -1.1788
H 1.9080 -3.1513 2.1822
H -0.8547 3.4113 -5.6154
H 1.9664 -3.7653 -2.0587
H -2.1225 1.5469 4.2627
C 2.3962 3.0507 -3.4375
H -2.7438 4.0962 1.0781
H 3.4107 -1.0901 -0.3059
H -1.0054 2.8140 -3.2436
C 0.7748 -1.3128 -3.0308
H 3.2115 -2.2458 1.3429
C -2.6756 1.9640 3.4112
O -0.9296 0.8652 1.6411
H 0.3805 2.5561 3.4570
H -3.4705 -2.8058 2.3381
C 2.5005 3.3627 -4.8041
Se 0.8423 2.2541 -1.0429
H -0.1442 -1.4642 3.7882
P 1.4309 -0.7800 2.0594
C 1.3497 3.4784 -5.6142
H -2.7962 -0.8012 -0.2007
H 3.3053 0.4775 2.8892
H -1.7319 0.4712 -2.5947
H 0.4246 -3.9302 -1.1642
H -2.4674 -1.5026 3.0228
H 3.2657 3.0558 -2.7858
H -3.2629 2.5120 0.4343
```

As for the net charge: +4. The calculation puts the molecular weight at 691.7 g/mol. As for the multiplicity: 4. Its relative energy (zero: lowest compared OMol25 entry of this formula, charge and spin) is 0.0 kcal/mol. As for the HOMO energy (spin up / spin down): -20.57 / -20.23 eV.


DFT (ωB97M-V/def2-TZVPD) results for C20H47AlBeFK2N6O6Si2 as an isolated structure at a distorted geometry.

Geometry as XYZ:
```
86
Properties=species:S:1:pos:R:3
N 2.7700 2.9612 2.1954
C -4.2018 -0.9947 2.5425
H 4.1391 -3.9936 -2.2270
H -5.1465 -0.8669 3.0796
H -3.8769 -0.0035 2.2193
C 3.7291 -4.4707 -3.1342
F 0.6059 -4.5241 -2.2046
H 2.7065 2.7811 -5.3193
H 4.5105 3.3635 -5.3690
H 5.5750 -4.3303 -4.2746
C 4.9792 -5.1615 -3.8573
H -6.5931 -1.2488 0.2859
H 0.7667 1.6240 -1.4751
Si -4.4377 -2.1598 1.0923
C 4.0692 -0.0204 0.8069
C -6.6771 -4.6229 5.4739
H -5.7286 -4.3960 4.9784
H -0.8527 -0.7161 1.7969
C 3.4169 3.7025 -3.3439
H 4.5767 -5.6186 -4.7787
H -1.8548 -0.0362 -2.3373
H 3.1436 -5.2978 -2.6954
C 2.4946 2.4638 0.9456
K -1.2018 1.1664 -0.9791
H -6.4600 -5.1254 6.4216
H -5.5552 -4.3909 0.9634
N -2.9283 -2.6671 0.3793
H -0.6048 -3.1265 -1.7703
H 3.7263 2.8174 2.6164
C 5.4169 0.1214 0.3569
O 3.0954 -3.6738 -4.0069
C 2.9291 2.3645 -1.4120
K 7.4317 9.9964 -0.9778
H 0.2067 -2.9096 -0.2017
H 5.9866 6.3691 1.1853
N 1.7765 1.2054 0.4895
H 4.5687 5.3311 -2.0457
H 3.7752 6.0005 -3.6237
H 4.5809 6.2504 0.0731
C 2.4424 0.0352 1.1914
N 5.6293 8.0826 0.0351
H -5.6848 -1.9721 -1.0501
H 5.3456 4.9403 -3.7881
O 5.5975 -5.9782 -2.9928
O -7.3379 -3.3966 5.7494
H 2.1705 0.2695 -1.6140
H -2.0111 0.4791 1.1802
H 3.8822 1.7101 -1.5950
H 2.3342 0.2476 2.3589
H -7.7685 -4.9754 3.6455
H 4.4589 7.2512 1.5600
N 3.0049 3.3113 -0.1989
H 2.1716 3.9520 -0.3357
C 5.1227 6.8926 0.7707
H -4.7415 -4.1815 2.5318
H 1.9219 -1.0059 0.9709
H -3.4652 -1.3934 3.2472
H -7.0288 -0.9416 4.9449
O 6.2694 8.9127 0.6909
H -7.0480 -6.4378 4.3601
H -6.2893 -3.3772 2.2205
C -7.5451 -5.4901 4.5857
Si -1.8520 -1.4974 -0.3398
N 2.4191 3.2940 -2.4921
H 2.0256 3.4793 2.7519
H 0.3594 -1.6736 -1.4605
C -5.5935 -1.3582 -0.1482
C 4.3408 5.0559 -3.1633
H 4.0945 1.7166 -4.4278
H -8.5046 -5.7014 5.0689
Be -6.7862 0.6937 0.3984
H -8.1750 -3.6087 6.1969
C -0.3238 -2.3930 -1.0063
O -7.0183 -0.6521 4.0508
H -5.2544 -0.3614 -0.4352
C -5.3411 -3.6801 1.7678
Al 2.7847 0.5178 -5.5843
H -0.4102 0.3508 0.4548
H 6.3704 0.5754 -0.1998
O 5.3736 8.1526 -1.1727
H -3.0764 -1.3069 -2.4937
C -1.2313 -0.2290 0.8933
C 1.7841 1.2178 -1.0234
C -2.6215 -0.5992 -1.7947
H -3.3814 0.1161 -1.4745
C 3.7287 2.7934 -4.7037
```

As for the net charge: +3. The calculation puts the molecular weight at 657.0 g/mol. As for the HOMO energy: -11.71 eV.


DFT (ωB97M-V/def2-TZVPD) results for C20H47F3N3O9Zr as an isolated structure at a distorted geometry.

Geometry as XYZ:
```
83
Properties=species:S:1:pos:R:3
H 2.3179 3.0904 2.8369
O -1.3882 4.0109 0.5805
H -3.1042 3.2392 -0.2009
N -0.0740 -3.3814 0.9285
H 2.0912 -2.1192 -0.1185
H 3.2450 -0.1724 1.5705
H 2.3989 -2.8402 1.3732
H 1.8171 2.0115 1.6887
C 1.3152 -5.4233 0.9321
H -1.3611 5.1283 2.3861
C 1.0699 -4.0523 0.2535
C -5.3714 -1.1758 -1.5489
H 1.8810 -6.0320 0.2268
H -0.4485 -4.2944 1.1438
C 6.9587 2.2515 1.4822
F 1.6558 -1.1090 -4.9482
F 1.3331 -3.1078 -4.3683
H 0.8111 -4.2238 -0.7913
H 0.6738 -7.9907 0.5395
H -3.4844 1.7977 3.3810
H 1.6468 1.2700 -2.9089
C 0.8043 -1.9293 -4.3237
H 1.7754 -5.1809 1.8900
H -3.9896 -1.6303 -4.0515
O -0.0381 -0.1168 -2.8083
O -1.2646 0.4298 0.0103
H -0.0807 2.4624 0.1687
C -3.2089 2.0009 2.3461
O -3.0331 -1.3768 -1.5095
H -5.6644 -2.1727 -1.8781
O -0.0370 -2.0515 -1.8746
C 3.6270 1.7144 2.7112
H -0.3282 2.4193 -2.0211
C 0.6058 -1.3323 -2.8995
C 4.5521 2.3192 1.6763
Zr -1.3980 -1.8308 -0.1198
C -4.0674 -0.6543 -2.1039
H -1.3855 1.9200 -3.3931
H 3.9276 1.9393 3.7345
H -0.9064 -7.8840 1.3366
C 2.2471 -3.1022 0.3260
H 7.7167 1.5821 1.8889
O 0.5301 1.7740 0.4419
O 0.2259 -0.5015 0.7932
H -6.1081 -0.5112 -2.0004
C -0.3605 2.0608 -3.0499
H -4.8064 -0.0020 -4.0188
C -3.9997 -0.6245 -3.6317
N 2.2542 2.1122 2.5937
H 0.7622 1.1473 -4.4522
C -0.9231 5.0388 1.3920
H -2.1255 1.8818 2.3396
O 5.8139 2.1175 2.2963
C 0.0911 -7.4479 1.2838
H -3.1529 4.0461 2.7522
H -3.6893 1.3149 1.6485
H 3.1778 -3.5945 0.0444
H 7.3438 3.2477 1.2645
H 4.6406 -0.1834 2.7121
H -5.4719 2.9658 2.5238
H -3.0462 -0.2004 -3.9468
F -0.2894 -2.0487 -5.0799
H 2.9965 -0.1963 3.2984
H 1.6398 -1.1227 -2.6258
H 4.4893 3.4069 1.6444
N -4.9881 3.5681 1.8733
C 3.6405 0.2025 2.5145
H 0.2716 -3.2005 1.8601
H 6.7682 1.8465 0.4883
H 4.4208 1.9318 0.6659
H 0.5556 -7.7142 2.2333
H -5.2264 3.2672 0.9390
C -2.8050 3.9105 0.6041
H 0.1533 5.0499 1.5632
C -3.5233 3.4379 1.9270
H -5.5228 -1.1437 -0.4699
H 0.0117 2.9747 -3.5128
C -0.1517 0.6029 0.4231
H -3.9373 0.3555 -1.7147
H -1.1320 6.0038 0.9304
O 0.0603 -6.0681 1.0771
C 0.6932 1.0169 -3.3722
H -3.1184 4.8746 0.2035
```

As for the net charge: +1. The calculation puts the molecular weight at 621.8 g/mol. Its relative energy (zero: lowest compared OMol25 entry of this formula, charge and spin) is 4.4 kcal/mol. As for the HOMO energy: -11.04 eV.


DFT (ωB97M-V/def2-TZVPD) results for C20H47NO2P3Sm as an isolated structure at a distorted geometry.

Geometry as XYZ:
```
74
Properties=species:S:1:pos:R:3
H 1.8372 3.5981 -0.3403
O -1.3730 2.4298 -1.4300
N -1.6494 -1.2117 -0.6128
H 4.5223 -1.6134 -1.2191
H 1.0870 0.0081 4.8324
C 0.5458 0.5372 4.0457
C -1.6054 -0.7211 4.5717
C -2.9065 -0.8247 -0.0001
C -0.8074 1.5697 -0.8800
H 0.6188 -2.9155 0.7889
H 3.5309 -0.2606 -0.6947
H -2.0516 -0.4408 -2.5713
H -0.4067 -1.9371 -3.7095
H -2.4053 -1.3589 4.1708
H 1.5362 2.1944 -1.8951
H -0.2991 3.0998 3.0110
P -1.4493 0.3619 2.1366
C 3.7045 -0.9575 -1.5232
H -3.6795 1.3598 3.3584
C -0.9106 3.1109 2.0978
C -0.5692 -0.3708 3.5258
C 3.4957 2.0961 2.8876
H 2.6787 2.3634 3.5698
H 3.4940 -3.4393 -2.7444
C -1.7431 -1.3737 -2.0505
C -2.7530 -0.7723 1.5292
H 1.4426 0.7909 -5.4134
H -2.5419 -2.1324 -2.2583
C -2.0089 2.0349 2.1261
H 4.3991 1.7438 -0.8356
H -2.5789 2.1198 1.1843
H 3.9616 1.1724 3.2433
H 4.0403 -0.3773 -2.3940
C 4.5319 1.7605 0.2531
H 4.2447 2.8994 2.9746
H -2.0546 0.1751 5.0071
H -3.2932 0.1450 -0.3834
C 1.0957 0.5712 -3.3420
H 1.2794 0.8066 3.2752
H -2.3703 2.1856 4.2576
H 1.8067 -3.3470 -3.2505
H 1.5389 3.9482 1.3805
H 3.0111 -2.2152 -3.9182
H 5.1902 2.6168 0.4717
C -2.9323 2.1671 3.3143
P 3.0293 1.9938 1.1739
H 2.2188 -2.3966 -0.9511
H 2.6692 -0.1928 -4.6214
H -0.1045 -1.2997 3.1408
H 3.0895 4.3062 0.6713
C 2.2719 3.5462 0.6672
H -3.6711 -1.5996 -0.2686
P 1.0390 -0.8113 -2.2512
H -1.1063 -1.2682 5.3604
H -0.2449 3.0310 1.2327
H 1.1167 -2.4712 1.1995
C -0.4035 -1.8810 -2.6107
H 1.0527 -0.8738 -4.9793
C 2.7022 -2.7544 -3.0179
H -3.4604 3.1050 3.2249
C 2.4824 -1.8126 -1.8545
H -2.5119 -1.7815 1.9100
H 2.9694 1.5583 -2.7447
H -0.1841 -2.8800 -2.1915
H 0.1405 1.4641 4.4767
H 5.0725 0.8577 0.5587
H -1.3983 4.0920 2.0309
H -3.6620 -0.4008 2.0263
Sm 0.3346 -0.2847 0.2654
H 0.0399 0.8836 -3.4297
C 1.5949 0.0306 -4.6619
H 1.7948 2.5844 -3.5945
O 2.1312 0.6925 1.0069
C 1.8978 1.7876 -2.8455
```

As for the net charge: +2. The calculation puts the molecular weight at 576.9 g/mol. As for the multiplicity: 6. As for the HOMO energy (spin up / spin down): -13.14 / -13.26 eV.